12
Properties=species:S:1:pos:R:3:forces:R:3 method="wB97M-V/def2-TZVPD" smiles=CO.CS mol_weight_g_mol=80.15 e_lumo_ev=1.0467 e_homo_ha=-0.3314 orbital_gap_ev=10.0659
H 0.105147 -5.044688 3.570169 0.1 0.5 0.0
C -0.596534 5.392140 -1.845145 -1.1 0.6 2.1
H 0.600904 -4.771489 1.220555 1.6 -1.5 1.6
H 0.108467 5.424120 -2.548493 3.3 1.0 -2.5
O 0.279460 -5.846262 3.087941 0.0 -0.8 -0.9
H -0.419670 6.023708 -0.964476 0.1 0.0 -0.5
H -1.843691 6.084415 -3.965488 0.5 -0.4 1.3
S -2.106801 5.785452 -2.630146 -2.2 0.5 -1.2
C 1.116501 -5.589312 1.933641 -3.0 2.5 0.3
H 1.198811 -6.465379 1.378998 -0.2 -1.7 -0.9
H -0.508864 4.387480 -1.568131 -0.6 -1.7 0.8
H 2.066271 -5.380188 2.330579 1.5 1.0 -0.1


13
Properties=species:S:1:pos:R:3:forces:R:3 method="wB97M-V/def2-TZVPD" total_charge=-1 mol_weight_g_mol=112.22 s_squared=0.753 e_lumo_ev="3.9080 / 3.8569" e_homo_ha="0.0202 / -0.1240" spin_multiplicity=2 orbital_gap_ev="3.3585 / 7.2316"
H -0.291379 -1.674432 2.274874 -0.5 0.4 -0.4
O 2.176442 -1.296116 -0.893079 0.0 0.7 -1.5
H -0.012788 3.278560 -0.877573 0.7 2.8 0.1
H -0.315334 -2.154199 0.498827 -1.0 1.3 1.4
H -1.880667 -2.211116 1.459270 1.5 0.4 0.2
S -1.651322 0.071838 0.909546 -1.7 -2.9 1.1
H 2.280050 -1.805195 -0.114383 -0.1 -0.5 1.3
C -0.908396 -1.614559 1.357460 -0.8 -2.0 -1.5
H 0.564303 1.867241 -1.782958 -0.2 0.4 0.6
H -1.111547 2.247809 -1.649547 -0.9 -0.3 0.2
H 1.587438 -0.557777 -0.684463 -0.1 -0.1 0.3
S -0.237326 1.550856 0.590849 2.1 2.1 -0.6
C -0.199475 2.297091 -1.088823 0.8 -2.3 -1.2